16
Properties=species:S:1:pos:R:3 method="wB97M-V/def2-TZVPD" e_lumo_ha=-0.0002 e_homo_ha=-0.35647 total_energy_ev=-10905.587 orbital_gap_ev=9.69 smiles="C#C[C@H]1C=CC(=O)N1C"
O -2.5865 0.4752 0.8602
N -0.5521 0.4895 -0.2683
C -0.2777 1.8775 -0.1451
C -1.6518 -0.1001 0.2937
C 0.3063 -0.4720 -0.8109
C -0.3305 -1.7126 -0.5278
C 2.7375 -0.3238 1.0603
C 1.9092 -0.4048 0.2016
C -1.4466 -1.5731 0.1662
H 0.7435 2.1864 -0.2773
H 3.6737 0.0057 1.3844
H -0.9801 2.5018 -0.9422
H -2.1920 -2.2998 0.6257
H 0.8112 -0.1432 -1.7645
H -0.4141 2.1876 0.8824
H 0.2499 -2.6944 -0.7383



21
Properties=species:S:1:pos:R:3 method="wB97M-V/def2-TZVPD" e_lumo_ha=0.2167 e_homo_ha=-0.01391 total_energy_ev=-21145.293 orbital_gap_ev=6.28 charge=-2
O -3.6449 0.3680 1.3130
O -2.6849 1.5642 -2.6939
O 1.4268 -3.0788 -0.5570
O -2.5178 -1.4137 0.6001
O -0.6217 -2.3287 -0.8433
O -2.4866 2.1547 -0.3517
N 1.0001 -0.8054 -0.4173
C -2.0549 0.6562 -0.4557
C 0.5972 -2.1707 -0.5969
C 2.0698 0.5360 1.3731
C 2.2104 1.3205 0.1429
C -2.8818 -0.1423 0.5230
C -2.5579 1.3729 -1.4827
C 2.1979 -0.2252 0.1096
H -1.7015 -1.8329 -0.0440
H 3.1162 1.9148 -0.1296
H 1.1568 0.6406 1.8957
H 0.0569 -0.2582 -0.3229
H 2.9129 0.4931 2.0387
H 1.2779 1.9935 -0.0046
H 3.1290 -0.7586 -0.0965



17
Properties=species:S:1:pos:R:3 method="wB97M-V/def2-TZVPD" e_lumo_ha="-0.0440 / -0.0451" e_homo_ha="-0.28517 / -0.28008" total_energy_ev=-21735.461 orbital_gap_ev="6.56 / 6.39"
S 2.4309 -0.9088 -0.1691
O -1.8710 2.0758 0.1093
N -0.6780 1.2459 -0.0010
C 0.4374 1.9379 -0.1682
C 2.5371 0.6651 0.5128
C -1.3925 -2.3151 0.0576
C 1.7255 1.7905 0.0266
C -1.0470 0.0058 -0.3511
C -0.3345 -1.2507 -0.0318
C 0.9548 -1.5970 0.1438
H -2.4811 -2.0775 0.2693
H 3.4681 1.0054 1.0823
H 2.2136 2.7026 -0.3798
H -1.5661 2.8537 -0.3491
H -1.0331 -3.0920 0.8302
H -1.3768 -3.0350 -0.8749
H -1.9874 -0.0068 -0.7069



17
Properties=species:S:1:pos:R:3 method="wB97M-V/def2-TZVPD" e_lumo_ha=-0.0165 e_homo_ha=-0.30819 total_energy_ev=-21737.245 orbital_gap_ev=7.94
S 1.9169 0.3482 -0.5995
O -2.4767 0.1632 -0.5261
N 2.9573 1.0127 0.4383
C 0.5866 -1.8532 0.2600
C 0.3445 0.9131 -0.1719
C -0.5840 -1.1969 0.0993
C -1.9608 1.1292 0.3312
C -0.6698 1.7213 -0.2135
C -1.7311 -1.0122 -0.5343
C 1.7942 -1.2959 0.0074
H -0.7737 2.7835 -0.4685
H 3.7418 1.6263 0.2077
H 2.5977 -2.0279 0.0184
H -1.6431 0.5483 1.2266
H 0.7652 -2.8844 0.6176
H -2.0704 -1.8180 -1.2140
H -2.7947 1.8425 0.5213



21
Properties=species:S:1:pos:R:3 method="wB97M-V/def2-TZVPD" e_lumo_ha="-0.2548 / -0.4194" e_homo_ha="-0.55784 / -0.65968" total_energy_ev=-31429.116 orbital_gap_ev="8.25 / 6.54" charge=+2 spin_multiplicity=5
Rh -1.6825 -0.1675 -0.3895
S 2.0137 0.8442 1.4500
O 0.0538 2.1801 -1.3277
O -0.4099 -2.9135 -0.8928
O -1.6191 0.2097 2.6547
O -4.7115 0.1448 -0.9626
O 4.2425 -0.9439 -1.8426
C -0.8649 -1.8619 -0.7222
C 2.9967 0.4160 2.8864
C -1.6343 0.0478 1.5065
C -3.5788 0.0245 -0.7612
C 1.2779 2.3539 2.0636
C 3.1296 -0.8078 -1.5875
C -0.6171 1.2901 -1.0077
H 1.1887 3.0485 1.2218
H 1.3707 -0.5742 -1.1496
H 3.1136 1.2843 3.5400
H 1.9232 2.7853 2.8349
H 3.9772 0.0810 2.5334
H 2.5000 -0.4018 3.4186
H 0.2833 2.1388 2.4684



15
Properties=species:S:1:pos:R:3 method="wB97M-V/def2-TZVPD" e_lumo_ha=0.0398 e_homo_ha=-0.33116 total_energy_ev=-7388.080 orbital_gap_ev=10.10 smiles=Cc1ccccc1
C -2.0507 -0.4241 -0.0182
C -1.4007 0.0395 -1.1783
C 2.1302 0.4647 0.0310
C 0.6623 0.1562 0.0315
C -0.1059 0.4791 -1.1209
C -1.2787 -0.9016 1.0273
C 0.1179 -0.6141 1.0232
H -3.1306 -0.5011 -0.0435
H 2.8226 -0.1407 -0.5716
H 2.6348 0.4213 1.0029
H 0.7496 -1.0100 1.8064
H 0.2745 1.3057 -1.7137
H -2.0506 0.3546 -1.9916
H -1.7169 -1.1271 1.9944
H 2.3423 1.4975 -0.2788



15
Properties=species:S:1:pos:R:3 method="wB97M-V/def2-TZVPD" e_lumo_ha=0.0036 e_homo_ha=-0.26971 total_energy_ev=-7381.785 orbital_gap_ev=7.44
C -2.3768 0.3908 -0.5295
C -0.2526 0.6657 0.2933
C 0.3678 1.7957 -0.2392
C -0.7681 -1.5034 -0.2988
C -1.8943 -0.6928 -0.6559
C 0.1942 -0.6684 0.1581
C 1.5605 -1.1842 0.8036
H -0.7106 -2.6172 -0.3078
H -3.0651 1.2174 -0.7641
H -0.2536 2.1926 -1.0878
H 2.2944 -1.2392 0.0895
H 0.2851 2.6379 0.5332
H 2.0187 -0.5746 1.5693
H 1.3632 1.7323 -0.7005
H 1.2371 -2.1526 1.1365



15
Properties=species:S:1:pos:R:3 method="wB97M-V/def2-TZVPD" e_lumo_ha=0.0349 e_homo_ha=-0.35981 total_energy_ev=-7382.201 orbital_gap_ev=10.74
C -0.4293 -1.5422 -0.1944
C 1.9139 1.0031 -0.4330
C -2.6560 -0.2320 0.5304
C -1.5844 0.2826 0.7646
C 0.5093 1.3157 -0.1781
C -0.1438 0.1860 0.6516
C 3.0624 0.6998 -0.6164
H -3.6313 -0.6283 0.3853
H -0.0365 1.4274 -1.1207
H 0.0242 -2.4583 -0.6562
H -0.9293 -1.8718 0.6988
H 0.3465 0.1195 1.6345
H 0.4546 2.3115 0.3020
H -0.9805 -1.0488 -0.9742
H 4.0802 0.4356 -0.7943



15
Properties=species:S:1:pos:R:3 method="wB97M-V/def2-TZVPD" e_lumo_ha=0.0284 e_homo_ha=-0.31570 total_energy_ev=-7385.368 orbital_gap_ev=9.36 smiles="C=CC1=CCC=C1"
C -0.3124 1.1329 -0.0291
C -1.6852 1.0128 -0.0385
C -0.7618 -1.1823 -0.0472
C 0.2285 -0.3316 -0.0003
C -2.0313 -0.3963 0.0634
C 1.6769 -0.4561 0.1038
C 2.8041 0.2895 0.0807
H 3.8116 -0.0942 -0.3092
H -2.6099 -0.7452 0.9391
H 2.0184 -1.5716 0.0696
H 0.3560 2.0001 -0.0320
H -2.5909 1.7136 0.2162
H 2.7385 1.4533 -0.0923
H -0.9032 -2.2347 -0.2786
H -2.7392 -0.5900 -0.6456



15
Properties=species:S:1:pos:R:3 method="wB97M-V/def2-TZVPD" e_lumo_ha=0.0350 e_homo_ha=-0.34918 total_energy_ev=-7383.816 orbital_gap_ev=10.45 smiles=C#CC[C@H](C)C#C
C -1.5895 0.1901 0.6689
C -2.5612 0.3954 1.3438
C -0.2849 -0.0342 0.0791
C -0.0584 -1.4774 -0.4152
C 1.5585 1.0776 -0.3034
C 0.2365 1.0507 -0.9169
C 2.5859 0.6846 0.1933
H 0.3938 0.2456 0.9366
H -0.3466 1.9782 -0.8846
H 0.3509 0.7340 -1.9605
H 3.1336 0.1295 0.9186
H -3.4258 0.5765 1.9338
H 0.8185 -1.5468 -1.0691
H -0.9242 -1.8692 -0.9644
H 0.1131 -2.1345 0.4399



18
Properties=species:S:1:pos:R:3 method="wB97M-V/def2-TZVPD" e_lumo_ha=0.0305 e_homo_ha=-0.34013 total_energy_ev=-80967.064 orbital_gap_ev=10.08 smiles="Brc1ccccn1.CC=O"
Br -1.9615 1.8449 1.2993
O 1.3334 1.1546 0.7764
N -1.0822 -0.0106 -0.4273
C -0.6641 -2.2987 0.0176
C 1.6558 1.1854 -0.4005
C 1.3122 2.1925 -1.5150
C -1.1405 -0.7943 1.7726
C -1.3640 0.1739 0.8207
C -0.7868 -2.0317 1.3868
C -0.7342 -1.2293 -0.8100
H -0.7686 -2.8695 2.2235
H 0.5394 1.6533 -2.1817
H -0.3422 -1.2855 -1.8008
H 2.0727 2.6660 -2.0226
H -0.1654 -3.2219 -0.1961
H 0.7824 3.0098 -1.0733
H 2.3515 0.2522 -0.6573
H -1.0377 -0.3910 2.7877



20
Properties=species:S:1:pos:R:3 method="wB97M-V/def2-TZVPD" e_lumo_ha=0.0006 e_homo_ha=-0.34648 total_energy_ev=-101648.067 orbital_gap_ev=9.44 smiles="CPS(=O)(=O)c1ccc(Br)cc1"
Br -2.5552 -3.6090 1.8220
S 0.6209 1.6899 0.2861
P 2.5811 1.1608 -0.7772
O 0.7623 1.9612 1.7138
O -0.0878 2.6408 -0.5253
C -1.6713 0.1015 0.1552
C 1.7058 1.3528 -2.3977
C 0.3831 -0.8763 1.0648
C -1.6328 -2.0240 1.2602
C -2.3609 -1.0356 0.5702
C -0.3140 0.1368 0.3929
C -0.3061 -1.9568 1.5634
H 0.2169 -2.8010 2.0560
H -2.1507 1.0551 -0.2124
H 2.4674 1.7537 -3.1351
H 0.8753 2.0267 -2.2773
H 2.2410 -0.3308 -0.7122
H 1.4573 -0.7489 1.0897
H 1.1712 0.3964 -2.6493
H -3.4037 -0.8932 0.7122



20
Properties=species:S:1:pos:R:3 method="wB97M-V/def2-TZVPD" e_lumo_ha=-0.1908 e_homo_ha=-0.55197 total_energy_ev=-26977.894 orbital_gap_ev=9.83 smiles="O=C1NC(CCl)=[NH+]C(=O)C12CC2" charge=+1
Cl 4.0420 0.4254 0.1390
O -1.8360 -1.9054 0.0554
O -0.0638 2.5706 -0.0649
N 1.2900 0.6904 -0.0177
N 0.4377 -1.4881 0.1583
C -2.4922 0.8041 0.7672
C -0.0967 1.3901 0.0136
C 2.8901 -1.0169 -0.1034
C 1.4828 -0.5924 0.0463
C -1.1664 0.4991 0.0634
C -0.8897 -1.1546 -0.0002
C -2.4152 0.8647 -0.6964
H -2.7670 -0.0375 1.3544
H 3.3586 -1.2576 -1.1112
H 0.6536 -2.5449 0.2156
H -2.1532 1.7097 1.2135
H -2.6295 1.7382 -1.2622
H 2.0981 1.2087 -0.1620
H -2.7655 -0.0018 -1.2059
H 3.0222 -1.9017 0.5972